Entry 1:
Formula: C7H18N4
Source: the OMol25 dataset
Level of theory: the ωB97M-V functional and the def2-TZVPD basis

Geometry as XYZ:
```
29
Properties=species:S:1:pos:R:3:forces:R:3
N -2.863774 1.587650 0.155551 2.005 -0.135 0.743
N 1.950028 -0.520761 -0.723946 -0.441 -1.725 0.112
N 3.168463 0.578988 1.240560 0.629 2.222 0.501
N -0.785383 -0.098711 -0.450282 -6.334 2.011 -1.320
C -3.454576 -0.720281 0.283891 -0.512 -2.531 1.207
C -2.580408 0.333222 0.278493 4.892 0.344 -3.553
C 1.064003 -1.709179 -0.521254 -0.157 -0.473 2.931
C 1.260169 0.534348 -1.452237 -1.819 -0.189 1.046
C -0.031058 1.078049 -0.663310 2.923 0.438 -1.541
C -4.775777 -0.577552 0.368773 -0.933 0.576 -1.081
C -0.150987 -1.112004 0.248889 0.480 -1.668 2.243
H 0.123529 -0.615041 1.253395 0.288 -1.669 -0.835
H -3.118563 -1.766175 0.282392 0.423 0.702 0.109
H -0.329453 1.991212 -1.293462 -0.566 -1.799 0.795
H -5.322420 0.370511 0.199831 0.323 -0.633 0.567
H -0.775154 -2.034261 0.336667 -0.087 1.081 0.531
H 2.652895 -0.987781 -1.254178 1.394 0.624 -0.966
H 2.917402 1.600554 1.237832 0.533 -0.980 -0.580
H 2.980757 0.415982 2.199817 -0.652 -0.960 1.358
H 4.194449 0.549521 1.268795 -0.166 0.051 -0.611
H 0.868214 0.120426 -2.316288 -0.753 -0.964 -1.913
H 0.731266 -2.274642 -1.462408 0.811 1.080 1.250
H -5.328017 -1.502219 0.377862 -0.548 0.085 0.160
H 1.623127 -2.421129 0.293035 -1.367 1.467 -2.347
H 2.462093 -0.119708 0.256464 -0.120 -0.133 -0.482
H -3.635039 1.964719 0.637783 -1.567 0.576 0.278
H 0.412063 1.441405 0.227267 0.139 0.844 1.561
H -2.095458 2.244247 0.056007 -0.037 0.040 -0.124
H 1.926349 1.258783 -1.781114 1.218 1.720 -0.039
```
Forces are in eV/Å.

Summary:
- ΔE to the lowest compared entry with this formula, charge and spin (kcal/mol) = 92.4
- lowest unoccupied orbital energy (alpha / beta) (eV) = -8.33 / -8.33
- HOMO-LUMO gap (alpha / beta) (Eh) = 0.3020 / 0.3020
- total charge = +2
- HOMO level (alpha / beta) (eV) = -16.550 / -16.549

natural (NBO) population analysis, charges in e, atoms 1 to 6:
1. N -0.68
2. N -0.57
3. N -1.02
4. N -0.37
5. C -0.43
6. C 0.61

=====

Entry 2:
Formula: C29H39N4O2RbS
Source: the OMol25 dataset
Level of theory: the ωB97M-V functional and the def2-TZVPD basis

Geometry as XYZ:
```
76
Properties=species:S:1:pos:R:3:forces:R:3
Rb 0.389620 0.825028 -1.665915 -0.069 0.499 0.818
S 1.891827 2.459954 -5.199960 0.124 -0.032 0.072
O 0.814382 0.040121 -3.964938 0.243 -0.419 -0.771
O 2.449298 2.821863 -0.333257 -0.137 -0.136 -0.101
N -1.168507 -1.480563 -0.866411 -0.043 -0.028 0.018
N 3.287278 4.831146 0.178470 -0.046 -0.013 -0.033
N -0.256778 0.187709 1.099350 0.012 0.007 0.059
N 1.832932 -0.182291 -4.748840 -0.261 -0.020 0.131
C -2.345681 -2.884178 0.709737 0.042 0.065 -0.033
C 3.532211 0.495810 -6.228112 0.051 0.274 -0.003
C -0.111180 0.874781 3.408656 -0.012 -0.014 -0.057
C 3.434669 4.060363 -2.140642 0.080 -0.001 -0.001
C -0.965887 -0.177383 3.803962 -0.022 0.000 0.123
C 2.978961 6.986137 -1.063203 -0.032 0.074 0.029
C -1.590588 -2.305273 -1.808677 0.006 -0.018 0.020
C 2.450281 0.863752 -5.394396 -0.013 0.005 -0.198
C -3.986939 -5.773593 -1.167158 -0.016 -0.020 0.002
C -2.767187 -3.727725 -0.285123 -0.063 -0.097 0.016
C -2.376708 -3.433447 -1.608745 0.018 0.047 0.043
C 0.185860 0.985136 2.054892 -0.044 -0.028 0.045
C 3.837057 6.136114 -0.132385 0.100 0.024 0.121
C -1.532839 -1.743107 0.435309 0.008 -0.010 0.033
C -2.920194 -0.289033 5.369891 0.004 0.006 0.001
C 2.614069 5.151858 -2.832362 -0.129 -0.022 -0.038
C -2.872221 -5.850275 1.046125 -0.005 -0.005 -0.006
C 3.971366 -0.793057 -6.365868 -0.016 -0.143 0.030
C 3.016741 3.836222 -0.710389 0.057 -0.043 0.089
C -0.781469 0.654002 6.197405 -0.006 -0.004 0.022
C 3.066279 6.574449 -2.528210 0.046 0.028 -0.067
C -1.426039 -1.026723 2.832479 0.021 0.021 -0.076
C -0.950135 -1.777263 5.736680 0.005 0.006 0.006
C -3.629796 -4.944406 0.066476 0.042 0.044 -0.020
C 3.314619 -1.811627 -5.666927 -0.023 0.030 -0.033
C -1.392961 -0.387807 5.260546 0.022 0.007 -0.059
C -1.071976 -0.863083 1.459016 -0.036 -0.028 -0.028
C -4.935130 -4.480778 0.725386 -0.001 -0.001 -0.004
C 2.250103 -1.463155 -4.880989 0.071 0.006 -0.012
H -1.113890 0.462744 7.220485 0.001 0.005 0.019
H 4.011936 1.308169 -6.757105 0.006 -0.024 0.015
H -2.632424 -5.323282 1.968857 0.004 0.017 0.023
H 2.478395 7.271045 -3.131544 -0.008 0.003 0.013
H -3.478826 -6.724178 1.299266 -0.010 -0.028 0.010
H -1.275060 -2.052678 -2.819355 0.009 0.007 -0.039
H -2.630968 -3.094118 1.730694 -0.005 -0.014 0.023
H -3.410138 -1.044839 4.756993 -0.008 -0.018 -0.014
H -1.250682 -1.934426 6.776267 -0.002 -0.012 0.029
H 3.302908 8.026622 -0.966879 0.016 0.008 -0.009
H -2.082452 -1.837861 3.113607 -0.021 -0.014 0.012
H 4.498187 4.323356 -2.178713 -0.010 -0.011 0.016
H 1.662453 -2.155910 -4.297127 0.013 -0.020 -0.027
H 3.964798 6.644822 0.824392 -0.027 0.022 -0.033
H -4.596047 -6.629158 -0.865900 -0.011 -0.015 -0.006
H -2.663861 -4.039554 -2.453095 -0.010 -0.025 -0.030
H -3.270542 0.688369 5.034338 0.014 0.024 -0.009
H -5.558834 -5.342914 0.976991 -0.026 -0.019 0.010
H 1.556836 5.029539 -2.571904 0.034 -0.015 0.002
H 4.842983 6.029130 -0.553107 -0.016 -0.011 -0.032
H -5.498587 -3.831238 0.053724 0.002 0.010 -0.027
H 3.304199 3.119566 -2.672276 -0.058 -0.010 0.000
H 4.814023 -1.015081 -7.007503 0.010 -0.014 -0.019
H 1.942144 6.947683 -0.715387 -0.010 -0.025 -0.007
H -3.095561 -6.153435 -1.667452 0.036 -0.010 0.004
H 0.839409 1.789228 1.721885 0.032 0.033 -0.014
H -3.235251 -0.432131 6.407146 -0.019 -0.002 0.029
H 0.133869 -1.882555 5.670848 0.023 0.017 -0.008
H -4.557310 -5.191813 -1.891944 -0.024 0.030 -0.004
H -4.739539 -3.922419 1.640308 0.008 0.013 0.021
H -1.934633 -6.196185 0.608342 0.014 0.003 -0.028
H 4.106179 6.689825 -2.857829 0.002 -0.005 0.000
H 2.919893 4.663469 1.101784 0.015 0.014 -0.011
H 3.607025 -2.849435 -5.731717 0.032 0.001 -0.016
H 2.674605 4.967762 -3.905201 0.008 0.019 -0.023
H -1.087121 1.665266 5.926835 -0.025 0.022 -0.017
H 0.308254 0.616085 6.183857 0.033 -0.021 -0.006
H -1.397116 -2.564153 5.130182 -0.012 -0.017 -0.017
H 0.305405 1.585004 4.105362 0.012 0.022 0.031
```
Forces are in eV/Å.

Summary:
- multiplicity = 2
- ΔE to the lowest compared entry with this formula, charge and spin (kcal/mol) = 0.0
- lowest unoccupied orbital energy (alpha / beta) (eV) = 2.17 / 2.16
- HOMO-LUMO gap (alpha / beta) (Eh) = 0.1336 / 0.2354
- total charge = -1
- HOMO level (alpha / beta) (eV) = -1.471 / -4.245

Löwdin population analysis, charges in e, atoms 1 to 6:
1. Rb 0.93
2. S 0.54
3. O -0.44
4. O -0.01
5. N -0.01
6. N 0.07

=====

Entry 3:
Formula: C5H6O2
Source: the OMol25 dataset
Level of theory: the ωB97M-V functional and the def2-TZVPD basis

Geometry as XYZ:
```
13
Properties=species:S:1:pos:R:3:forces:R:3
O 2.596078 -0.377906 0.671663 -0.210 0.054 -0.142
O 0.844228 -0.390624 -0.785310 0.190 0.053 0.080
C -1.287993 -1.102006 0.055673 -0.023 -0.046 -0.032
C -0.863538 2.412765 0.113516 0.085 -0.399 0.049
C -0.527712 1.260497 0.186271 -0.089 0.367 0.036
C 2.143711 -0.381323 -0.436438 0.061 0.046 -0.211
C -0.118687 -0.151772 0.263243 -0.143 0.067 0.146
H 0.370700 -0.338152 1.223678 -0.090 0.047 -0.107
H 2.737902 -0.366779 -1.362402 0.025 -0.137 0.145
H -1.163673 3.435781 0.056165 0.056 -0.169 0.003
H -2.066980 -0.894939 0.794531 0.125 -0.049 -0.087
H -1.710732 -0.967769 -0.942893 0.050 0.010 0.112
H -0.953308 -2.137774 0.162298 -0.038 0.156 0.009
```
Forces are in eV/Å.

Summary:
- ΔE to the lowest compared entry with this formula, charge and spin (kcal/mol) = 43.1
- SMILES string = C#C[C@@H](C)OC=O
- lowest unoccupied orbital energy (eV) = 0.97
- HOMO-LUMO gap (Eh) = 0.4193
- HOMO level (eV) = -10.442

natural (NBO) population analysis, charges in e, atoms 1 to 6:
1. O -0.57
2. O -0.50
3. C -0.61
4. C -0.22
5. C -0.03
6. C 0.66